Entry 1:
20
Properties=species:S:1:pos:R:3:forces:R:3:lowdin_charge:R:1 method="wB97M-V/def2-TZVPD" homo_lumo_gap_ev=10.72 largest_force_ev_per_a=7.5 smiles="CCC(N)=O.CC" energy_ha=-328.23189 e_homo_ev=-9.9 de_lowest_kj_mol=228.3
C 0.34559 0.27486 -0.96053 2.8 -3.1 -3.8 -0.078
C 1.64308 -0.71816 -1.51016 -2.0 2.1 0.6 -0.012
C -0.80451 -0.36709 -1.67172 -1.6 -2.1 1.5 -0.513
O -1.49221 -1.32627 -1.14444 2.5 3.6 -1.7 -0.022
N -1.10581 0.05599 -2.92759 -5.6 -4.4 2.5 0.167
H 0.19203 0.25740 0.02030 -0.4 -0.8 4.1 0.013
H 0.69365 1.22929 -1.15127 -0.2 2.2 -1.3 0.079
H 1.56167 -0.59672 -2.59730 -0.1 -0.8 0.2 0.057
H 1.38590 -1.65774 -1.06791 0.2 -0.9 -0.5 0.055
H -1.85548 -0.62513 -3.28045 1.3 1.5 0.6 0.155
H -0.64767 0.39277 -3.65585 3.4 2.3 -3.0 0.036
H 2.67070 -0.43983 -1.28781 -0.2 0.4 0.6 0.054
C -1.02149 0.54851 2.54022 -0.7 -1.3 -0.7 -0.177
C 0.47727 0.42597 2.81687 -3.7 -3.7 3.1 -0.153
H -1.24439 1.57996 2.53458 -1.3 1.1 0.7 0.045
H -1.29945 0.23214 1.53997 0.5 0.0 -0.6 0.032
H -1.70666 -0.20460 3.06848 1.1 1.7 0.3 0.103
H 0.57900 -0.62941 2.57817 1.2 -0.2 0.2 0.067
H 0.58003 0.56389 3.91882 0.6 0.0 -0.9 0.082
H 1.04876 1.00417 2.23761 2.2 2.3 -2.0 0.010

---

Entry 2:
34
Properties=species:S:1:pos:R:3:forces:R:3:lowdin_charge:R:1 method="wB97M-V/def2-TZVPD" charge=-2 homo_lumo_gap_ev=7.25 largest_force_ev_per_a=6.3 energy_ha=-3714.30287 e_homo_ev=-3.7 de_lowest_kj_mol=0.0
K -0.57339 0.56464 0.87350 0.4 -0.4 -0.6 0.828
C 3.45520 3.93256 0.43784 -1.0 -3.4 -5.2 -0.689
F 4.65817 4.10022 -0.13139 0.6 0.5 0.8 0.100
F 3.51787 3.76841 1.69535 0.3 1.1 2.8 0.184
F 2.69899 4.94845 0.00305 -0.1 0.4 1.1 0.114
S 2.75427 2.23574 -0.31183 0.8 -1.1 -2.1 0.548
O 3.20547 2.16402 -1.72358 -0.3 0.8 2.3 -0.342
O 3.34737 1.18077 0.52895 0.8 1.5 -0.6 -0.347
O 1.32401 2.31450 -0.14565 -0.3 0.7 0.3 -0.380
C -1.55176 -2.10276 -3.37111 0.2 0.5 1.2 -0.520
F -2.74674 -2.78944 -3.69865 2.6 0.9 0.5 0.041
F -0.72985 -2.83245 -2.54601 -1.8 0.4 -1.2 0.083
F -0.82847 -1.87021 -4.48533 -0.9 -0.5 0.3 0.093
S -1.96509 -0.38584 -2.57164 0.2 1.6 1.7 0.514
O -2.48299 0.34625 -3.70478 -0.2 -0.4 -0.7 -0.357
O -3.00359 -0.61796 -1.52894 1.5 -0.4 -1.1 -0.374
O -0.70368 0.22135 -2.06151 -1.8 -1.8 -0.6 -0.368
C -1.09648 -4.54166 0.43957 1.0 1.4 0.1 -0.529
F -2.29423 -4.07551 -0.02454 1.0 -1.3 0.5 0.082
F -1.24232 -5.58394 1.32498 -0.4 0.9 -1.3 0.062
F -0.36435 -5.00377 -0.64474 -1.2 0.4 1.6 0.063
S -0.22615 -3.03992 1.36363 1.0 0.8 -0.2 0.464
O -0.02677 -2.03975 0.30785 -0.8 -1.1 0.6 -0.401
O -1.13759 -2.65144 2.43170 -0.7 -0.2 -0.7 -0.357
O 1.01184 -3.55736 1.89650 0.0 -0.9 -0.4 -0.340
O 1.92427 -0.00424 2.22798 -1.2 -0.7 1.2 -0.098
H 1.99678 0.54203 3.01064 0.0 0.1 0.1 0.023
H 2.60035 0.32999 1.63855 0.5 0.4 -0.8 -0.052
O -3.17651 1.50535 0.54312 -0.1 0.4 0.7 -0.102
H -3.70649 0.92497 -0.00324 0.1 -0.6 -0.5 0.017
H -3.37533 2.38492 0.22209 0.1 0.2 -0.1 0.039
O -0.36550 3.02887 2.32802 -0.2 -0.1 0.0 -0.072
H -0.92477 2.75366 3.05446 -0.2 -0.1 0.2 0.035
H 0.02746 3.84953 2.62524 0.2 0.2 -0.1 0.039

---

Entry 3:
18
Properties=species:S:1:pos:R:3:forces:R:3:lowdin_spin:R:1 method="wB97M-V/def2-TZVPD" charge=+1 homo_lumo_gap_ev="5.32 / 5.11" spin_multiplicity=3 largest_force_ev_per_a=7.0 s2=2.014 energy_ha=-339.45409 e_homo_ev="-9.5 / -12.5" de_lowest_kj_mol=205.6
C 2.08629 -0.81349 -1.28977 0.7 2.0 -0.7 0.445
C 1.24926 -0.42359 -0.29270 -4.0 0.5 4.1 0.197
C 2.55527 -2.10653 -1.74929 -2.1 -2.2 0.9 0.088
N 0.44166 -0.06622 0.56907 4.5 -2.0 -5.0 0.282
N -2.72525 -0.57947 0.61855 -2.7 -4.3 -0.8 0.336
N -1.85962 0.00111 1.27883 4.6 1.8 3.7 0.518
N -1.31967 2.73211 1.08582 0.8 -0.9 0.8 0.003
H 2.47847 0.16152 -1.68004 0.1 -1.1 -0.2 0.016
H 1.71734 -2.85699 -1.93866 0.6 1.1 0.2 0.024
H 3.18236 -2.14082 -2.57766 0.9 0.7 -1.6 0.000
H 3.10837 -2.65098 -0.99219 0.2 0.1 0.7 0.033
H 0.64789 0.42225 1.40005 -0.4 0.7 1.5 0.021
H -1.44584 0.86307 0.86636 -1.7 -0.6 -0.1 0.014
H -3.13320 -0.12489 -0.12314 -1.5 0.7 -2.2 0.013
H -3.05215 -1.54533 0.90061 0.4 1.9 -0.4 0.007
H -1.29941 2.50838 2.09038 0.2 0.3 -0.5 0.002
H -0.53149 3.29857 0.84604 0.6 0.4 0.1 0.000
H -2.10029 3.32129 0.98773 -1.4 0.8 -0.4 0.000

---

Entry 4:
67
Properties=species:S:1:pos:R:3:forces:R:3:lowdin_charge:R:1 method="wB97M-V/def2-TZVPD" charge=+1 homo_lumo_gap_ev=6.18 largest_force_ev_per_a=10.4 energy_ha=-1481.96974 e_homo_ev=-11.4
C -0.58669 3.02447 5.16773 4.9 -4.2 -8.2 0.127
C 0.18830 2.60826 4.04321 -5.2 1.0 5.8 -0.015
C 0.80060 1.86710 2.67476 0.5 0.5 -1.6 -0.048
N 0.76315 0.35691 2.59122 1.2 1.5 -2.8 0.063
C 1.24727 -0.45272 1.40339 0.6 4.2 -1.1 0.094
C 1.88257 0.29340 0.05831 -0.8 1.5 2.4 -0.016
C 2.35588 -0.67592 -1.20377 -0.6 -0.4 1.6 -0.048
B 1.46765 -0.43134 -2.57486 -1.5 0.4 -2.8 -0.388
O 0.60924 0.77527 -2.82442 3.2 -1.7 0.4 0.032
O 1.44021 -1.46186 -3.65468 -1.7 1.5 3.6 0.038
C 1.97050 1.94071 0.03592 -1.4 -2.5 3.7 0.098
C 2.58928 2.78094 -1.25744 -3.4 4.0 -3.5 -0.163
O 1.80913 3.63796 -1.95909 5.7 -6.2 5.0 0.039
O 4.02328 2.53168 -1.62096 -6.0 -0.1 -1.1 -0.097
N 4.69368 2.62520 -0.45460 3.9 -0.6 3.5 -0.145
C 6.09754 3.07191 -0.83721 0.4 1.6 -0.3 -0.201
C 6.01541 4.73426 -0.97384 -0.1 -1.4 -0.2 -0.100
C 1.39773 2.71314 1.40384 0.4 -2.2 -0.7 0.010
C 1.45481 4.38109 1.34858 -1.2 -0.6 0.1 -0.092
C 0.09797 4.83272 0.49808 -4.2 -5.0 -1.7 -0.097
O -0.83627 3.89801 0.19340 6.0 5.8 2.2 -0.078
H -1.36108 3.06458 6.07539 2.3 0.2 -2.4 0.101
H 0.34019 -0.16307 3.41757 0.6 0.9 -1.3 0.158
H 1.15473 -1.62219 1.42524 0.1 2.7 0.2 0.145
H 3.50433 -0.63185 -1.42765 -2.1 0.1 0.6 0.136
H 2.12566 -1.79257 -0.85730 0.6 2.3 -0.7 0.131
H 1.09892 1.42450 -3.40987 -1.0 -1.1 0.8 0.117
H 0.48058 -1.80503 -3.61815 1.9 0.7 -0.7 0.127
H 4.81333 1.68496 0.00830 -0.4 0.8 -1.0 0.129
H 6.40424 2.56216 -1.86323 -0.6 1.1 2.1 0.135
H 6.87743 2.79558 -0.00082 -1.8 0.3 -1.6 0.133
H 5.03334 4.96085 -1.57071 2.0 -0.3 1.0 0.076
H 6.97030 5.08442 -1.55702 -2.0 -0.3 1.3 0.087
H 5.90030 5.18822 0.10024 0.5 -0.8 -2.2 0.082
H 1.35088 4.84362 2.44398 0.4 -1.1 -2.4 0.134
H 2.43666 4.77536 0.80149 -2.1 -1.0 1.3 0.135
H -0.09620 5.91281 0.08871 0.7 -1.9 1.0 0.145
C -1.87242 -2.91122 5.69227 -0.2 -0.1 -0.2 -0.079
C -2.09805 -1.49655 6.19655 0.2 -0.1 0.1 -0.274
O -2.00434 -0.50998 5.17171 0.4 0.2 -0.2 -0.200
C -2.94931 -0.60434 4.10925 -0.2 0.1 0.0 -0.289
C -4.38875 -0.45271 4.56775 -0.1 -0.2 0.2 -0.074
H -0.94132 -2.97496 5.11882 0.0 0.0 0.2 0.076
H -1.82142 -3.61253 6.53040 0.0 0.1 -0.1 0.084
H -2.68411 -3.23533 5.03485 0.0 0.0 0.1 0.070
H -1.31804 -1.25709 6.92853 -0.1 0.2 -0.2 0.120
H -3.05400 -1.41107 6.72194 0.0 0.0 -0.1 0.111
H -2.80721 -1.53680 3.55405 -0.1 -0.1 0.0 0.105
H -2.71614 0.20968 3.41445 0.2 0.0 0.2 0.111
H -4.70204 -1.30062 5.18309 0.0 0.1 -0.1 0.072
H -5.06150 -0.39789 3.70623 0.1 0.0 0.1 0.084
H -4.51034 0.45167 5.17109 0.0 0.0 -0.1 0.085
C -4.08573 -2.57258 -4.61639 -0.1 -0.2 0.0 -0.082
C -2.72123 -2.59225 -5.28291 0.0 0.0 0.1 -0.278
O -1.83965 -3.57012 -4.73613 0.2 0.1 0.1 -0.181
C -2.24896 -4.93037 -4.84970 0.1 -0.1 -0.1 -0.279
C -2.39304 -5.39836 -6.28685 -0.2 0.1 -0.2 -0.080
H -3.98506 -2.49922 -3.52812 0.0 0.1 -0.2 0.081
H -4.67494 -1.72381 -4.97602 0.1 -0.1 0.0 0.080
H -4.64891 -3.48498 -4.83185 0.0 0.1 0.0 0.068
H -2.24042 -1.61986 -5.12531 0.1 -0.3 0.0 0.115
H -2.81109 -2.72263 -6.36555 -0.1 0.0 0.0 0.109
H -3.17063 -5.09985 -4.28427 -0.1 0.0 -0.1 0.106
H -1.47141 -5.52919 -4.36333 0.0 0.3 0.0 0.118
H -3.22939 -4.90089 -6.78565 0.0 -0.1 0.0 0.068
H -2.57610 -6.47682 -6.32206 0.0 0.1 0.0 0.081
H -1.48933 -5.17288 -6.86058 0.0 -0.1 0.1 0.084

---

Entry 5:
76
Properties=species:S:1:pos:R:3:forces:R:3:lowdin_charge:R:1 method="wB97M-V/def2-TZVPD" charge=+2 homo_lumo_gap_ev=5.96 largest_force_ev_per_a=0.3 energy_ha=-10973.33097 e_homo_ev=-12.8 de_lowest_kj_mol=85.3
Pb 0.41145 -1.11129 -0.62974 0.1 -0.2 0.1 0.954
C -1.55527 2.34961 1.70472 0.0 -0.1 0.0 -0.277
As -0.12602 1.62535 0.60039 0.1 0.1 -0.1 1.018
C -0.24566 2.84714 -0.91455 0.0 0.0 0.0 -0.278
C 1.34711 2.41905 1.62244 0.1 -0.1 0.0 -0.328
C 2.75999 1.83292 1.53121 0.0 0.0 0.0 -0.665
C 2.80114 0.36443 1.96081 0.0 0.2 0.0 -0.080
C 3.29634 2.00802 0.09942 -0.1 -0.1 0.0 -0.318
As 2.79232 0.67330 -1.26096 0.0 0.1 0.0 0.961
C 3.21147 1.69574 -2.85410 0.0 0.0 -0.1 -0.279
C 4.33291 -0.51276 -1.15177 0.0 0.0 0.0 -0.291
C 3.68502 2.67701 2.43719 -0.1 0.0 0.0 -0.375
As 3.61669 2.81505 4.42976 0.0 0.0 0.1 1.154
C 4.46719 1.10953 4.89384 0.0 0.0 0.0 -0.343
C 1.79861 2.29885 4.97698 0.0 0.0 0.0 -0.358
H -1.21971 3.32937 2.03996 0.0 0.1 0.0 0.047
H -1.73902 1.71938 2.57217 0.0 0.0 0.0 0.038
H -2.47134 2.46994 1.13496 -0.1 0.0 0.0 0.015
H -0.38384 3.86255 -0.54755 0.0 0.0 0.0 0.051
H -1.08583 2.58075 -1.55486 0.0 0.0 0.0 0.024
H 0.66711 2.80225 -1.50647 0.0 0.0 0.0 -0.004
H 1.00355 2.40023 2.65321 0.0 0.0 0.1 0.041
H 1.36489 3.46454 1.30530 0.0 0.1 0.0 0.098
H 2.22858 -0.27911 1.28286 0.0 0.0 0.0 -0.027
H 2.38293 0.23402 2.95670 0.0 0.0 0.0 0.068
H 3.82621 -0.01059 1.97662 0.0 0.0 0.0 0.101
H 4.38538 1.95925 0.09838 0.1 0.0 0.0 0.084
H 3.02427 2.98874 -0.29500 0.0 0.0 0.0 0.089
H 4.21577 2.10018 -2.74102 0.0 0.0 0.0 0.052
H 2.50409 2.51242 -2.97794 0.0 0.0 0.0 0.028
H 3.17268 1.05936 -3.73404 0.0 0.0 0.0 -0.006
H 5.20159 0.09269 -0.90098 0.0 0.0 0.0 0.045
H 4.50291 -1.00182 -2.10783 0.0 0.0 0.1 -0.013
H 4.19196 -1.27351 -0.38644 0.0 0.0 0.0 0.034
H 3.65336 3.71372 2.09342 0.0 0.0 0.0 0.067
H 4.71655 2.34572 2.28356 0.0 0.0 0.0 0.069
H 5.42894 1.02029 4.38827 0.0 0.0 0.0 0.024
H 3.85097 0.24201 4.66232 0.0 0.0 0.0 0.010
H 4.65611 1.12224 5.96663 0.0 0.0 0.0 0.023
H 1.07796 3.08996 4.77145 0.0 0.0 0.0 0.016
H 1.85829 2.18610 6.06003 0.0 0.0 0.0 0.027
H 1.45376 1.35154 4.56098 0.0 0.0 0.0 0.007
O -0.16686 -5.83032 -5.47102 0.0 0.0 0.0 0.137
C -0.13227 -4.83430 -4.59144 0.0 -0.1 -0.1 -0.287
C -1.10568 -4.60833 -3.61705 -0.1 0.0 0.0 0.034
C -0.93508 -3.54627 -2.76453 0.1 0.1 0.1 -0.155
N 0.10524 -2.69483 -2.80308 0.0 0.0 -0.1 -0.125
C 1.00755 -2.93403 -3.75391 -0.1 0.0 0.0 -0.721
Br 2.45628 -1.73330 -3.87045 0.0 0.0 0.0 0.857
C 0.95501 -3.96550 -4.65830 0.1 0.0 -0.1 -0.017
H -0.94877 -6.38788 -5.36495 0.0 0.0 0.0 0.140
H -1.97461 -5.24930 -3.52690 0.1 0.0 0.0 0.133
H -1.66683 -3.36373 -1.98836 0.1 0.0 -0.1 0.052
H 1.72369 -4.10779 -5.40439 0.0 0.0 0.0 0.131
C -5.05848 -2.11209 0.68685 0.1 0.1 -0.1 -0.160
N -4.28994 -1.04201 1.32667 -0.1 0.0 0.0 -0.140
C -4.83876 0.24984 0.90505 0.1 -0.1 -0.1 -0.158
N -4.86680 0.42118 -0.55087 0.0 0.0 0.0 -0.138
C -5.62291 -0.68490 -1.14066 0.1 0.0 0.0 -0.160
N -5.08241 -1.99572 -0.77351 0.0 0.0 0.0 -0.140
C -3.79124 -2.25536 -1.37211 0.1 0.2 0.1 -0.317
P -2.51318 -0.99284 -0.79013 -0.2 0.1 0.2 0.877
C -2.86792 -1.15583 1.04607 -0.1 0.0 -0.3 -0.329
C -3.54259 0.53460 -1.13161 0.1 -0.2 0.0 -0.310
H -6.08359 -2.05955 1.04929 0.0 0.0 0.0 0.139
H -4.64153 -3.07950 0.96859 0.0 0.0 0.0 0.134
H -4.26039 1.05354 1.35711 0.0 0.0 0.0 0.115
H -5.86115 0.31712 1.27154 0.0 0.0 0.0 0.139
H -5.63154 -0.58413 -2.22631 0.0 0.0 0.0 0.135
H -6.64835 -0.62841 -0.78048 0.0 0.0 0.0 0.139
H -3.85540 -2.19854 -2.45954 0.0 0.0 0.0 0.101
H -3.45398 -3.25541 -1.09625 -0.1 0.0 0.0 0.085
H -2.32046 -0.38618 1.58763 0.0 0.1 0.1 0.053
H -2.50359 -2.12666 1.38914 0.0 0.0 0.0 0.097
H -3.61807 0.65474 -2.21328 0.0 0.0 0.0 0.101
H -3.02683 1.40752 -0.73916 0.0 0.1 0.1 0.053

---

Entry 6:
13
Properties=species:S:1:pos:R:3:forces:R:3:lowdin_charge:R:1 method="wB97M-V/def2-TZVPD" charge=-1 homo_lumo_gap_ev="6.66 / 6.65" largest_force_ev_per_a=2.0 energy_ha=-1082.90206 e_homo_ev="-3.8 / -3.8" de_lowest_kj_mol=135.6
C 0.43007 0.56743 0.00214 0.0 0.0 0.1 -0.218
C 1.71998 0.70164 0.37573 0.5 -0.2 0.3 -0.438
C 0.61040 -1.17555 1.51260 0.4 0.3 -0.1 -0.456
C -0.22444 -0.51061 0.66666 0.1 -0.3 -0.1 -0.639
C -2.44517 0.59393 1.61003 0.0 -0.9 -1.1 -0.951
O -2.69482 1.72623 1.31120 -0.3 1.2 0.1 -0.030
O -2.32391 -0.09519 2.63662 0.1 -0.2 1.1 -0.137
P -1.98517 -0.91599 0.54645 -0.8 0.2 -1.6 0.924
S 2.19150 -0.48137 1.54653 -0.5 0.1 -0.3 0.912
H -0.07792 1.19538 -0.70813 -0.1 0.1 -0.1 0.090
H 2.45186 1.41388 0.04529 0.1 0.2 -0.1 0.048
H 0.38958 -2.00621 2.15243 -0.2 -0.2 0.1 0.056
H -2.38350 -0.47549 -1.88451 0.5 -0.3 1.9 -0.161